Formula: C12H20N4O3
Source: the OMol25 dataset
Level of theory: ωB97M-V with the def2-TZVPD basis set

The relative energy (zero: lowest compared OMol25 entry of this formula, charge and spin) is 7.075 eV. As for the HOMO-LUMO gap: 9.549 eV. The SMILES is CC(C)C[C@H](NC(=O)[C@@H](N)Cc1c[nH]cn1)C(=O)O. Its total charge is 0. The value obtained for the calculated total energy is -24866.2200 eV.

Atoms and positions in Å:
C: 1.77007 -1.40270 1.61922
C: 0.92895 -1.97325 2.80216
C: 1.13389 -3.32888 3.35359
C: -0.62714 -1.53534 2.85450
C: -0.72690 0.13838 2.34202
N: -0.28104 0.40523 0.97609
C: -0.98084 0.18404 -0.14628
O: -2.10010 -0.33174 -0.18680
C: -0.59507 1.15660 -1.32281
N: 0.85216 1.59278 -1.07074
C: -0.84234 0.53490 -2.70119
C: -0.80530 1.41199 -3.82093
C: -1.73020 1.42217 -4.77128
N: -0.81286 1.72622 -6.00176
C: 0.42867 2.03408 -5.65210
N: 0.43494 1.75421 -4.25752
C: -0.01730 1.03898 3.39380
O: 0.96879 1.67428 3.07853
O: -0.41737 1.19890 4.79492
H: 1.59672 -1.75091 0.45817
H: 2.08474 -0.39667 1.77616
H: 2.75150 -1.91834 1.49600
H: 1.32567 -1.16734 3.48873
H: 1.34313 -3.91158 2.30612
H: 2.12372 -3.39130 4.11828
H: 0.13518 -3.60751 3.93125
H: -1.25021 -2.09640 2.04286
H: -0.99139 -1.80291 3.85414
H: -1.81242 0.40259 2.29328
H: 0.61924 0.99499 1.04113
H: -1.18496 1.98633 -1.04802
H: 1.42380 0.83531 -1.03688
H: 1.14594 2.00306 -1.92896
H: -1.87814 0.03062 -2.54880
H: -0.07107 -0.32501 -2.58604
H: -2.71358 0.97893 -4.84045
H: -1.18851 1.99535 -6.88723
H: 1.15169 2.74226 -5.98278
H: -1.19205 0.69771 4.76962

Atomic partial charges in e from the Mulliken method, atoms 1 to 8:
1 C -1.338
2 C 0.632
3 C -0.904
4 C -0.928
5 C -0.755
6 N 0.003
7 C -0.048
8 O -0.677

Formula: C38H61BFNbO34PS
Source: the OMol25 dataset
Level of theory: ωB97M-V with the def2-TZVPD basis set

As for the HOMO-LUMO gap: 5.058 eV. Its total charge is -1. The value obtained for the calculated total energy is -135074.2965 eV.

Atoms and positions in Å:
C: 3.09006 -2.71763 -0.73918
C: 2.44798 -1.57136 0.14181
B: 1.70609 -0.45057 -0.79762
O: 2.09688 0.90984 -0.49546
Nb: 0.19797 -1.01596 -2.48093
C: -1.34868 0.51350 -1.82601
C: -2.56854 -0.08233 -1.00469
C: -3.44549 -1.04684 -1.83434
F: -3.94473 -2.05830 -0.97900
P: 1.42318 0.73676 -3.97461
S: 0.31292 0.85034 -5.61031
H: 3.32704 -2.38178 -1.75829
H: 2.35241 -3.54216 -0.78854
H: 4.03354 -3.10340 -0.29281
H: 3.26631 -1.10067 0.74102
H: 1.74426 -2.04957 0.84878
H: 1.36511 1.37507 -0.09163
H: -0.92740 -1.52373 -3.82056
H: 1.42081 -2.25686 -3.08875
H: -0.48888 -2.30193 -1.36274
H: -1.82154 1.03976 -2.68904
H: -0.86963 1.26134 -1.15418
H: -2.16624 -0.61852 -0.12675
H: -3.18106 0.77089 -0.65044
H: -4.35058 -0.54312 -2.23469
H: -2.92345 -1.48556 -2.70144
H: 1.56318 2.00688 -3.33970
H: 2.67925 0.19062 -4.34973
C: 6.35271 -1.98656 -2.73321
C: 7.46378 -1.11116 -3.24681
O: 6.85386 -0.44918 -4.35412
C: 5.51158 -0.46000 -4.14430
O: 4.72572 0.15160 -4.78847
O: 5.18711 -1.25580 -3.10242
H: 6.39353 -2.13199 -1.65532
H: 6.32693 -2.96360 -3.22230
H: 7.77812 -0.36148 -2.51607
H: 8.33503 -1.68068 -3.56677
C: -6.01585 -0.25544 2.60205
C: -6.01042 -0.42667 1.11211
O: -5.39122 0.78291 0.65425
C: -4.63671 1.25918 1.67900
O: -3.86269 2.16053 1.57909
O: -4.87678 0.58202 2.82332
H: -5.91700 -1.19582 3.12734
H: -6.90992 0.26249 2.96296
H: -5.40376 -1.27584 0.78861
H: -7.01214 -0.52966 0.69819
C: 0.55292 3.16343 -8.62307
C: 1.65736 4.03302 -9.15350
O: 1.03099 4.69993 -10.25398
C: -0.30538 4.69775 -10.02514
O: -1.09656 5.31658 -10.66324
O: -0.62192 3.90310 -8.97725
H: 0.61255 3.01543 -7.54502
H: 0.51718 2.18738 -9.11163
H: 1.98667 4.78126 -8.42816
H: 2.52037 3.45926 -9.48590
C: -5.82990 3.22117 -0.79166
C: -4.67371 4.02430 -1.31741
O: -5.24133 4.67619 -2.45887
C: -6.58166 4.73816 -2.27168
O: -7.32643 5.36530 -2.95592
O: -6.96300 3.99534 -1.20526
H: -5.80537 3.11467 0.28588
H: -5.89074 2.23246 -1.24638
H: -4.33410 4.78356 -0.60850
H: -3.82614 3.40321 -1.60314
C: 2.08890 4.15710 2.05003
C: 3.40122 4.63503 1.49134
O: 4.35193 4.00823 2.35254
C: 3.75622 2.91442 2.88905
O: 4.32814 2.08267 3.51583
O: 2.43203 2.89354 2.61739
H: 1.32350 4.04335 1.28436
H: 1.70616 4.80711 2.84118
H: 3.57048 4.29176 0.46820
H: 3.50300 5.71856 1.52323
C: -3.78328 -4.14200 3.57272
C: -4.63581 -5.36244 3.36956
O: -5.95807 -4.87155 3.62554
C: -5.94405 -3.53890 3.40251
O: -6.92257 -2.85348 3.36241
O: -4.68343 -3.08141 3.22924
H: -2.90378 -4.13107 2.93258
H: -3.46627 -4.01585 4.61144
H: -4.59011 -5.73577 2.35612
H: -4.38096 -6.16660 4.05520
C: 7.71397 1.71359 2.71779
C: 8.04026 2.46232 3.97584
O: 9.14999 1.72480 4.50396
C: 9.73594 1.07886 3.46268
O: 10.78225 0.51422 3.52702
O: 8.97959 1.16255 2.34349
H: 7.32561 2.35980 1.93350
H: 7.00779 0.89821 2.88669
H: 8.35932 3.48872 3.78312
H: 7.21043 2.47573 4.67954
C: 11.56230 4.16716 4.40601
C: 12.69275 4.99780 3.86596
O: 12.09220 5.64863 2.74671
C: 10.75249 5.68246 2.96156
O: 9.98321 6.29918 2.30238
O: 10.40658 4.91905 4.02944
H: 11.61059 4.04696 5.48663
H: 11.50967 3.17962 3.94219
H: 13.03351 5.75577 4.57630
H: 13.54524 4.39622 3.55573
C: -8.95948 -8.19748 2.16609
C: -8.37793 -8.23067 3.55363
O: -6.97465 -8.16019 3.30586
C: -6.80448 -7.57857 2.09136
O: -5.75889 -7.21880 1.66304
O: -7.98320 -7.45810 1.43637
H: -9.92850 -7.70310 2.12749
H: -9.05077 -9.19356 1.72554
H: -8.67490 -7.36648 4.15302
H: -8.63131 -9.14127 4.09443
C: -4.22557 4.47016 -6.02652
C: -2.93312 4.99299 -6.59634
O: -1.95054 4.36325 -5.77526
C: -2.50989 3.23709 -5.25630
O: -1.91190 2.40132 -4.66920
O: -3.84671 3.19784 -5.50642
H: -5.00455 4.36424 -6.78006
H: -4.60505 5.08771 -5.20769
H: -2.77668 4.68604 -7.63312
H: -2.85390 6.07752 -6.53270
C: -4.35994 -7.47353 6.98990
C: -3.78657 -7.51806 8.38064
O: -2.38300 -7.43062 8.14388
C: -2.20665 -6.83238 6.93837
O: -1.16338 -6.46102 6.52028
O: -3.38617 -6.71484 6.27425
H: -5.33407 -6.98818 6.95143
H: -4.43888 -8.46458 6.53595
H: -4.09634 -6.66462 8.98913
H: -4.03439 -8.43752 8.90841

Atomic partial charges in e from the Mulliken method, atoms 1 to 8:
1 C -0.839
2 C -0.409
3 B 0.806
4 O -0.158
5 Nb -1.230
6 C -0.981
7 C 0.581
8 C -0.117

Formula: C18H16F6N8O6RbS3
Source: the OMol25 dataset
Level of theory: ωB97M-V with the def2-TZVPD basis set

The relative energy (zero: lowest compared OMol25 entry of this formula, charge and spin) is 1.063 eV. As for the HOMO-LUMO gap: 7.360 eV. Its total charge is -1. The value obtained for the calculated total energy is -92599.7732 eV.

Atoms and positions in Å:
Rb: 0.26949 0.70247 -0.60929
O: -2.67233 3.06817 -3.16198
C: -2.42044 2.53512 -4.37119
C: -2.79246 3.28096 -5.49316
C: -2.58094 2.77816 -6.76169
C: -2.00257 1.52119 -6.93520
C: -1.63150 0.79407 -5.81801
C: -1.81608 1.28002 -4.52315
C: -1.39767 0.49208 -3.31133
O: -1.68833 0.98795 -2.17259
N: -0.76122 -0.63699 -3.58155
N: -0.35229 -1.29559 -2.43042
C: 0.08839 -2.47094 -2.59807
C: 0.58882 -3.25390 -1.42337
C: 0.99209 -4.56759 -1.63023
C: 1.43548 -5.31633 -0.55341
C: 1.46231 -4.73104 0.69753
C: 1.04630 -3.40984 0.81106
N: 0.62206 -2.67646 -0.21538
H: -2.38317 2.36739 -2.51692
H: -3.25288 4.24738 -5.33710
H: -2.87399 3.36741 -7.62319
H: -1.84565 1.11910 -7.92746
H: -1.17348 -0.18126 -5.91487
H: 0.09811 -2.92996 -3.58903
H: 0.94723 -4.98782 -2.62678
H: 1.75006 -6.34301 -0.69817
H: 1.79350 -5.26656 1.57691
H: 1.04907 -2.91637 1.77556
C: 0.02507 -1.19067 6.04161
C: -1.20658 -1.44017 5.25813
N: -2.38393 -1.72793 5.73778
N: -3.16419 -1.85938 4.61802
C: -2.51206 -1.65112 3.45697
S: -3.01181 -1.68450 1.85555
N: -1.25073 -1.37320 3.90056
N: -0.12736 -1.16675 3.06728
H: -0.22186 -1.21367 7.10041
H: 0.46221 -0.21878 5.80529
H: 0.77776 -1.94988 5.82693
H: -4.13899 -2.08470 4.69708
H: 0.19405 -0.22759 3.31104
H: -0.53960 -1.07418 2.12902
F: 5.13330 2.59882 -0.60637
C: 4.70870 2.42816 0.65191
F: 5.38565 1.42841 1.20835
F: 4.94913 3.53868 1.34091
S: 2.92262 2.06000 0.54400
O: 2.83226 0.82732 -0.20637
O: 2.29167 3.22318 -0.04527
N: 2.58454 1.87293 2.10457
S: 1.11195 2.19564 2.59932
O: 0.11745 1.78588 1.61518
O: 0.94998 1.74723 3.95747
C: 0.94066 4.06143 2.71677
F: 0.20703 4.51893 1.71253
F: 0.33457 4.36485 3.86565
F: 2.13063 4.65323 2.69816

Atomic partial charges in e from the Mulliken method, atoms 1 to 8:
1 Rb 0.956
2 O -0.736
3 C 0.382
4 C -0.709
5 C -0.222
6 C -0.788
7 C -0.216
8 C 0.021